ORCA calculation (the ωB97M-V functional and the def2-TZVPD basis) on a structure of composition C25H43AsCl5N2O2PdSSi3.

Geometry (Å):
Pd 0.438968 -1.124416 0.221756
Cl 0.251671 -5.271062 -0.024551
C 1.687278 -4.349176 -0.213728
C 1.682166 -2.954726 -0.227162
C 2.918247 -2.343692 -0.395202
Cl 2.906355 -0.622246 -0.326618
C 4.129211 -3.006506 -0.561112
Cl 5.598779 -2.148664 -0.750776
C 4.106644 -4.407706 -0.543974
Cl 5.555695 -5.290478 -0.734535
C 2.886013 -5.074672 -0.353424
Cl 2.871216 -6.784883 -0.291219
C -3.551759 -1.276790 1.109454
O -2.269515 -1.611932 0.588126
C -1.878375 -2.932521 0.934925
C -1.268458 -3.046022 2.331797
O -0.102326 -2.227907 2.371900
C 0.823040 -2.624975 3.370484
H -4.269202 -2.069654 0.883375
H -3.867738 -0.368578 0.608317
H -3.526653 -1.131940 2.191041
H -1.102549 -3.213308 0.211254
H -2.728761 -3.617745 0.846631
H -1.005165 -4.094929 2.510401
H -1.976592 -2.730542 3.110768
H 1.124287 -3.666261 3.230331
H 0.388234 -2.512565 4.368361
H 1.697221 -1.981371 3.272726
N 2.097991 4.023399 5.558242
C 1.371343 2.914320 5.574965
S 0.755643 2.255123 6.971074
C 1.142401 2.199817 4.302224
C -0.072196 1.565054 4.037606
C -0.224898 0.869251 2.850576
N 0.740985 0.766218 1.939725
C 1.908687 1.348581 2.200764
C 2.157928 2.076211 3.352871
H 2.315788 4.504114 6.420961
H 2.415653 4.445733 4.696775
H -0.874827 1.619643 4.755194
H -1.160524 0.375776 2.619099
H 2.688811 1.226319 1.460089
H 3.135042 2.501083 3.521552
C 2.129870 0.099108 -3.611195
Si 1.490892 1.688795 -2.769925
C 2.734407 2.514638 -1.579031
C 0.513171 2.965668 -3.786854
As -0.555376 0.513359 -1.166661
Si -1.664383 -0.907814 -2.924461
C -3.502910 -0.815094 -2.436447
C -1.394410 -0.124624 -4.644643
C -0.734979 -2.554821 -2.688354
Si -1.890201 2.588053 -0.511974
C -3.317198 2.202101 0.696888
C -2.584024 3.243113 -2.166310
C -0.584592 3.728327 0.302003
H 3.199367 -0.010339 -3.443109
H 1.993888 0.144163 -4.689937
H 1.643197 -0.804287 -3.246590
H 2.997446 3.497673 -1.965212
H 3.656986 1.942350 -1.512471
H 2.352571 2.650994 -0.570359
H 1.062438 3.192385 -4.697513
H 0.412418 3.901441 -3.241405
H -0.475761 2.633262 -4.082659
H -3.795893 0.195382 -2.157707
H -3.735020 -1.474671 -1.608027
H -4.119766 -1.110530 -3.280425
H -1.995943 0.769658 -4.786061
H -1.714528 -0.831139 -5.406272
H -0.362905 0.129673 -4.862338
H -0.189427 -2.574587 -1.735911
H -0.011494 -2.726142 -3.482178
H -1.414187 -3.402477 -2.693861
H -4.201030 1.841981 0.174770
H -3.608919 3.120598 1.201523
H -3.056613 1.488840 1.471934
H -2.770634 2.443271 -2.880300
H -1.925175 3.963296 -2.638416
H -3.526493 3.758538 -1.997383
H -0.646943 3.687104 1.385978
H -0.753414 4.762138 0.016274
H 0.429808 3.465243 0.013561

Cartesian forces, eV/Å:
Pd 1.561 -1.279 2.537
Cl -0.137 0.089 -0.041
C -1.207 -0.133 0.241
C 1.422 0.298 -0.166
C -0.273 -0.209 -0.002
Cl -0.440 0.748 -0.086
C -0.060 -0.320 0.009
Cl -0.407 0.028 0.050
C 0.135 -0.120 0.012
Cl -0.348 0.255 0.042
C 0.328 0.132 -0.041
Cl -0.075 0.388 -0.047
C -0.263 0.180 0.048
O 0.496 -0.123 -0.141
C 0.232 -0.056 0.517
C -0.467 -0.174 -0.450
O -0.281 0.312 -0.992
C 0.610 -0.097 0.407
H 0.049 -0.033 -0.032
H -0.047 0.004 0.107
H 0.017 0.079 0.007
H -0.212 -0.047 0.039
H 0.111 -0.020 -0.065
H -0.006 0.106 -0.003
H 0.178 0.020 -0.087
H -0.026 0.021 -0.033
H -0.002 0.060 -0.127
H -0.060 -0.008 0.102
N 0.510 0.504 -0.613
C -0.761 -0.526 1.661
S 0.253 0.179 -0.738
C 0.165 -0.120 -0.439
C 0.137 0.004 -0.345
C -0.604 0.165 0.444
N -0.323 -0.793 -0.844
C 0.498 0.130 -0.300
C -0.398 -0.171 -0.108
H -0.111 -0.140 -0.037
H -0.059 -0.009 0.177
H -0.081 -0.022 0.088
H 0.003 -0.021 0.042
H 0.018 0.059 0.070
H 0.106 0.027 -0.056
C -0.261 0.662 0.160
Si 0.145 -0.093 0.443
C -0.487 -0.495 -0.471
C 0.186 -0.656 0.643
As 0.144 1.983 -2.276
Si -0.648 -0.326 -0.105
C 0.866 -0.199 -0.146
C 0.129 0.132 0.963
C -0.284 0.515 0.046
Si -0.548 0.923 1.072
C 0.643 -0.102 -0.626
C 0.666 -0.613 0.275
C -0.409 -0.742 -0.407
H 0.124 0.092 0.143
H -0.114 0.051 -0.110
H -0.072 0.002 0.032
H -0.062 0.137 -0.090
H 0.071 -0.126 -0.060
H -0.122 0.025 0.057
H 0.254 -0.109 -0.178
H 0.047 0.016 0.175
H -0.106 -0.118 -0.085
H 0.038 0.140 -0.029
H 0.035 -0.113 0.117
H -0.066 -0.055 -0.222
H -0.134 0.109 0.086
H -0.115 -0.350 0.011
H 0.183 -0.040 -0.004
H -0.140 -0.072 -0.215
H 0.103 0.090 -0.115
H -0.203 -0.098 0.022
H -0.042 -0.077 -0.106
H 0.099 0.286 -0.030
H 0.113 -0.053 0.087
H -0.129 -0.057 -0.129
H 0.238 0.034 0.007
H -0.199 -0.096 0.336
H -0.070 -0.157 0.158
H -0.141 0.164 -0.180
H 0.088 0.022 -0.057

As for the gap between HOMO and LUMO (alpha / beta): 0.105 / 0.098 Eh. As for the net charge: +3.